# C5H8N2

A single C5H8N2 molecule in a non-equilibrium geometry (ωB97M-V/def2-TZVPD, the OMol25 dataset).

Energy: -8290.7572 eV
ΔE to the lowest compared entry with this formula, charge and spin: 4.2391 eV
HOMO level: -8.40 eV

ORCA input file:
```
! wB97M-V def2-TZVPD RIJCOSX def2/J DEFGRID3
* xyz 0 1
C -0.988 -0.104 1.441
C 0.009 0.234 0.350
C 1.316 -0.523 0.447
N -0.703 0.169 -0.994
C -0.163 1.593 -0.216
C -0.138 -0.051 -2.203
N 0.285 -0.151 -3.278
H -0.584 0.266 2.389
H -1.178 -1.179 1.533
H -1.922 0.440 1.266
H 1.163 -1.587 0.659
H 1.923 -0.420 -0.458
H 1.884 -0.094 1.280
H -1.703 0.004 -0.959
H 0.739 1.788 -0.829
*
```